# 1
16
Properties=species:S:1:pos:R:3 method="wB97M-V/def2-TZVPD" energy_ev=-7393.428 molar_mass_g_mol=86.134 orbital_gap_ev=10.84 relative_energy_kcal_mol=30.8 homo_energy_ev=-9.7726 smiles=OCCC1CC1 e_lumo_ev=1.07
H -2.0898 -0.0227 -1.3369
H -0.3912 1.5190 -0.3802
O 1.7820 1.1322 -0.6421
C -0.9675 0.9577 0.3191
H 0.6190 -2.0424 -0.5199
C 1.7661 -0.2250 -0.2652
H -1.1455 1.4660 1.2598
C -1.9703 0.0012 -0.2535
C -0.6765 -0.5198 0.3167
H -0.7419 -1.0478 1.2713
C 0.4550 -0.9572 -0.5962
H 0.1928 -0.7550 -1.6431
H 1.9614 -0.3385 0.8121
H 2.5988 -0.6910 -0.8004
H 1.5437 1.6802 0.1128
H -2.8818 -0.1486 0.3167


# 2
9
Properties=species:S:1:pos:R:3 method="wB97M-V/def2-TZVPD" energy_ev=-17426.254 molar_mass_g_mol=101.134 orbital_gap_ev=8.78 relative_energy_kcal_mol=35.6 homo_energy_ev=-8.1894 smiles="C1=NNC=NS1" e_lumo_ev=0.59
C 1.0761 0.5534 0.3146
H 0.0466 0.1460 1.9762
N -0.0905 0.3293 0.9801
S -0.1039 0.1637 -1.9337
N -0.9957 -0.5440 0.4900
H 1.9269 0.8260 0.9908
N 1.2973 0.4096 -0.9156
C -1.1473 -0.6555 -0.7829
H -2.0095 -1.2284 -1.1197


# 3
97
Properties=species:S:1:pos:R:3 method="wB97M-V/def2-TZVPD" energy_ev=-72596.615 spin_multiplicity=2 molar_mass_g_mol=784.447 orbital_gap_ev="6.96 / 4.75" s_squared=0.757 homo_energy_ev="-10.2226 / -10.2217" charge=+1 e_lumo_ev="-3.26 / -5.47"
H 1.3617 -1.8589 -1.3987
N 1.3205 0.6742 -2.4845
C 3.1851 0.6595 4.9574
C 2.1233 -5.1289 -1.8770
H -3.1403 1.0969 -1.0182
H 0.6402 3.5306 2.8961
H -2.8067 2.6541 5.3711
C -2.0344 -1.0220 -2.9525
C 4.0025 -0.5042 5.0520
N -0.5074 1.4761 -5.4375
C 2.9472 -4.3297 0.2918
H 0.6347 -2.7566 3.1825
H -0.7151 -2.6842 0.7838
H 0.1632 -1.1540 -7.3232
H -2.1166 2.6274 -4.0702
C -0.8625 1.6572 -7.8609
N 3.0557 -2.2475 1.9849
N 1.5460 1.3024 -1.2458
C -1.6631 -1.7853 -0.8800
B -0.1002 0.7460 -2.9989
C 3.5387 1.8008 0.3046
N -0.8949 -0.4607 -2.4180
H -0.4171 2.6702 -7.8311
N 2.4384 -1.9579 0.9036
H 1.7251 1.6413 3.7205
N -0.4230 2.5141 -1.3096
H -5.2541 -0.3027 2.4750
H -0.2236 4.8068 0.4534
C -3.4101 0.7766 -0.0253
N -0.7241 -0.8857 -1.1018
N -1.8449 1.6951 3.7802
B -2.7640 0.4334 3.5964
H -1.4493 3.7126 1.1811
Na -0.1747 0.2912 1.4058
H 3.2143 -6.3228 -0.4799
C -0.0003 -0.4741 -6.5142
C -1.1930 4.3203 0.3075
H -3.4182 -2.5134 -2.0918
N 0.4672 1.8021 -0.5105
N -0.7089 -1.1235 3.1115
H -2.3143 -2.0132 1.1829
H 4.1727 1.0403 0.7833
H 4.1583 2.6622 0.0112
H -0.7932 4.5432 4.9823
C -0.2679 -2.3065 3.5725
C -0.2173 3.0960 3.3795
C -0.9665 3.6193 4.4552
H 2.7665 2.1122 1.0029
H -2.2065 -3.5320 0.2503
H -1.9454 5.1083 0.1853
C 2.8659 1.1708 -0.9034
O 0.7163 2.2423 0.6616
H 4.4932 0.0952 -1.9801
H 3.1729 1.4178 5.7329
H -0.5276 1.1463 -8.7746
H -2.9369 4.4218 -2.1694
C 1.5983 -3.8577 -2.1581
C 2.7939 -5.3474 -0.6626
H 2.5667 -0.3498 -3.8348
H 4.5458 -2.3518 4.0458
H 4.6878 -0.6500 5.8822
H -3.6750 0.4639 4.4047
N -0.7318 1.9379 2.9454
H -2.9770 -1.7685 5.3687
C -0.4469 0.8854 -6.6389
H -5.5248 0.0771 -0.2318
C 2.4017 -3.0527 0.0152
C 3.9633 -1.4372 4.0311
C 3.4728 0.4328 -1.9535
C -2.5505 -1.8849 -2.0193
N 2.3287 -0.0802 2.7971
N -0.1177 0.5421 -4.5294
N -0.6845 2.0745 -2.6254
H 2.0369 -5.9281 -2.6059
N -2.5554 0.8726 0.9984
C 3.0909 -1.1961 2.8883
C -1.9888 2.6689 4.6695
H 0.5356 -1.5487 -4.6603
C 1.7454 -2.8502 -1.2207
C -4.5336 0.0759 1.7603
C 2.4874 0.1967 -2.9098
H 1.0706 -3.6798 -3.0894
H -1.9592 1.7905 -7.9051
C -1.2645 3.5266 -0.9886
C -4.6643 0.2595 0.3780
C -1.7426 -2.5565 0.4190
C -1.1190 -2.8099 4.5718
C -1.7503 2.7765 -3.0754
C 2.3767 0.7919 3.8393
H -1.0090 -3.7254 5.1262
C 0.2126 -0.6560 -5.1747
N -3.2977 0.4152 2.1361
H -2.3316 -0.8263 -3.9652
C -2.1217 3.7192 -2.1129
C -2.1277 -1.8360 4.7070
N -1.8949 -0.8561 3.8357
H 3.4659 -4.4581 1.2395


# 4
17
Properties=species:S:1:pos:R:3 method="wB97M-V/def2-TZVPD" energy_ev=-15266.107 molar_mass_g_mol=114.220 orbital_gap_ev="8.72 / 8.72" relative_energy_kcal_mol=123.7 homo_energy_ev="-8.2342 / -8.2349" smiles="C=C=[SiH2].OC1CC1" e_lumo_ev="0.48 / 0.48"
C -3.0119 1.3464 -1.7052
O 1.5928 -2.3805 1.2172
C 2.5699 0.1546 1.2939
H 0.7032 -0.7314 0.4879
H -0.9604 -2.2437 -2.0707
H 0.6186 0.5579 2.7241
H 1.8179 -0.6149 3.2117
Si -0.9010 -0.8270 -1.8638
C -2.2810 0.2313 -1.9145
H -3.2163 1.6505 -0.6935
H -3.3908 1.9944 -2.5393
H 0.4488 -0.3749 -1.9986
H 2.6507 1.0170 0.6794
C 1.4984 -0.8970 0.9834
C 1.5121 -0.1084 2.3245
H 3.6021 -0.0706 1.6700
H 2.3548 -2.7449 0.8807